[1]
Below is a cluster of 40 separate species, C9H82F3NO43S in total in a non-equilibrium geometry, with properties calculated with ωB97M-V with the def2-TZVPD basis set.

E_tot: -119185.4881 eV
Molecular weight: 981.78 g mol⁻¹
HOMO-LUMO gap: 9.034 eV

The geometry in ORCA input format:
```
! wB97M-V def2-TZVPD RIJCOSX def2/J DEFGRID3
* xyz 0 1
O -2.1574 2.5854 3.5307
C -2.7341 2.1119 2.6124
C -2.1554 1.3781 1.4727
C -0.8611 0.9539 1.2564
C -0.5872 0.2726 0.0754
C -1.5802 0.0097 -0.8621
C -2.8797 0.4645 -0.6571
C -3.1333 1.1468 0.5130
C -4.4019 1.7061 0.9968
O -5.4372 1.8086 0.4024
N -4.1660 2.0788 2.3579
S -5.2080 3.1134 3.1170
O -4.7073 3.5659 4.3673
O -5.6501 4.1632 2.2503
C -6.7080 2.0525 3.5185
F -7.7197 2.3675 2.7469
F -6.9965 2.2282 4.7954
F -6.3605 0.7757 3.3443
H -0.1055 1.1364 2.0079
H 0.4246 -0.0640 -0.0983
H -1.3719 -0.5363 -1.7708
H -3.6690 0.3024 -1.3732
O -5.3135 0.0227 6.1110
H -6.0653 -0.4693 6.4732
H -5.7227 0.6517 5.5112
O 2.6747 0.0887 -0.2568
H 3.4826 -0.2833 0.1247
H 2.9874 0.8083 -0.8131
O 1.7124 -2.7709 0.2814
H 2.5198 -3.1335 0.6600
H 2.0263 -2.0431 -0.2699
O 3.9507 -2.7699 -1.4522
H 4.8166 -2.9025 -1.8592
H 3.3839 -3.3615 -1.9655
O 6.8027 -2.4447 -2.0467
H 7.6224 -2.8474 -1.7417
H 7.0986 -1.7335 -2.6237
O 5.3824 -5.4834 -1.0647
H 5.1330 -4.5746 -0.8679
H 4.7767 -6.0025 -0.5287
O 2.8884 -3.4239 -4.1491
H 1.9966 -3.7896 -4.1109
H 2.9387 -2.9826 -5.0044
O 4.3195 1.4407 1.2829
H 4.5478 2.1706 1.8690
H 3.3827 1.2723 1.4466
O -7.9983 6.2934 2.5855
H -8.5780 5.6435 2.9931
H -7.1509 5.8418 2.5029
O -2.1004 -2.1061 -3.0555
H -1.7776 -2.6316 -3.7927
H -3.0595 -2.2072 -3.0838
O 4.9313 -3.9676 1.3829
H 5.7305 -4.3843 1.7230
H 5.2565 -3.2253 0.8560
O 3.8467 -3.9761 -6.5992
H 3.7642 -4.6272 -5.8904
H 4.2228 -4.4696 -7.3369
O -2.3538 -1.3134 2.6824
H -3.2178 -0.8974 2.6108
H -2.4003 -1.7917 3.5203
O -4.2441 7.1070 2.1468
H -4.6920 6.2583 2.0770
H -4.1641 7.2562 3.0951
O 6.3338 -3.0416 -4.9351
H 5.4036 -3.0770 -5.1947
H 6.4004 -3.6813 -4.2162
O 3.8451 -1.0902 2.2729
H 4.2661 -0.4313 2.8334
H 4.3730 -1.8872 2.3985
O 6.5651 -2.8923 -7.8234
H 7.0852 -2.9808 -7.0107
H 5.9205 -2.2082 -7.6163
O -7.9804 -1.3323 6.4712
H -8.7095 -1.8256 6.8601
H -8.4057 -0.7025 5.8796
O 1.5299 -5.2920 -2.3096
H 1.0735 -6.1301 -2.4289
H 1.5716 -5.1697 -1.3533
O -3.8871 1.5590 -3.4796
H -3.6899 2.3074 -2.9066
H -4.8217 1.3848 -3.3274
O 9.0297 -1.2635 -0.8741
H 9.9885 -1.2926 -0.9545
H 8.8491 -0.4221 -0.4366
O 8.2446 1.3078 -1.3536
H 7.3556 0.9923 -1.1678
H 8.1576 1.7306 -2.2126
O 6.7113 0.8796 -3.5529
H 6.9650 0.3507 -4.3179
H 5.7530 0.7870 -3.5095
O -8.2496 0.7853 0.0735
H -7.2852 0.8354 0.0618
H -8.5173 1.5729 0.5565
O -5.2582 -2.4339 -3.7488
H -6.0064 -2.8427 -3.2965
H -5.6498 -1.7890 -4.3454
O 11.1967 2.1520 -1.8647
H 10.2995 1.8466 -1.6846
H 11.1418 2.5839 -2.7220
O 6.4548 -4.5869 -10.5275
H 7.0632 -4.2371 -11.1886
H 6.5719 -3.9962 -9.7740
O 9.2081 -2.0978 -9.0715
H 8.4127 -2.5657 -8.7869
H 8.8878 -1.4343 -9.6894
O -7.5132 -1.8229 1.9008
H -8.2552 -2.3318 2.2408
H -7.9217 -1.1238 1.3739
O -5.7769 1.4638 8.9008
H -5.7892 0.8266 9.6238
H -5.4582 0.9579 8.1418
O -4.0714 3.1569 10.6744
H -3.1960 3.0468 10.2925
H -4.6301 2.5507 10.1685
O 0.9036 3.0327 4.0563
H 1.1279 3.7757 4.6247
H -0.0267 2.8549 4.2396
O -2.7483 -1.2131 7.6812
H -3.4248 -0.9625 7.0410
H -3.2419 -1.4432 8.4738
O -1.9070 8.9310 1.2256
H -2.6775 8.4814 1.5911
H -2.2888 9.5577 0.6037
O 1.3656 6.0042 4.1086
H 0.4682 5.6787 4.2313
H 1.3351 6.4331 3.2473
O 5.0177 -4.7244 -13.2682
H 5.5421 -4.8012 -12.4625
H 4.3760 -4.0380 -13.0653
O -3.8498 -3.0664 4.7521
H -4.3533 -3.8444 4.4946
H -4.4770 -2.5281 5.2472
O -3.9450 11.0920 1.2533
H -3.7891 11.8597 1.8114
H -4.8774 10.8879 1.3772
O -5.9715 -3.6420 -1.1154
H -5.1000 -4.0164 -0.9513
H -6.2357 -3.2679 -0.2674
*
```

[2]
Below is a structure of composition C9H8BF5O5Re in a non-equilibrium geometry, with properties calculated with ωB97M-V with the def2-TZVPD basis set.

E_tot: -36096.1542 eV
Molecular weight: 488.17 g mol⁻¹
HOMO-LUMO gap (alpha / beta): 9.605 / 8.560 eV

The geometry in ORCA input format:
```
! wB97M-V def2-TZVPD RIJCOSX def2/J DEFGRID3
* xyz 0 4
Re -0.7228 -0.0684 0.2651
O 3.2612 -0.1786 -0.5496
C 2.2624 0.0877 0.0489
O 1.0520 -0.2369 -0.4591
C 2.2808 0.9015 1.3284
C 1.4338 2.1763 1.1660
C 1.7883 3.1895 2.2526
C 1.0956 2.5730 3.4983
C 0.5242 1.2795 2.9286
O 0.1144 1.7102 1.5904
C 1.6389 0.2689 2.6136
C 1.0874 -1.1366 2.4431
O 1.6224 -2.0940 2.9236
O -0.0820 -1.1932 1.7971
H 3.3275 1.1380 1.4912
H 1.3679 2.5709 0.1569
H 1.3904 4.1739 2.0163
H 2.8680 3.2747 2.3648
H 0.2899 3.2115 3.8545
H 1.7791 2.3830 4.3238
H -0.3308 0.8689 3.4545
H 2.3683 0.2107 3.4165
F -1.8548 2.6046 -0.4283
C -2.0150 1.2982 -0.6141
F -2.8198 1.1370 -1.6436
F -2.7876 0.8342 0.5763
F -2.7493 -2.2125 -0.1818
B -1.6343 -1.7297 -0.7359
F -1.1541 -2.3713 -1.7865
*
```

[3]
Below is a structure of composition C9H8BiN2O5S in a non-equilibrium geometry, with properties calculated with ωB97M-V with the def2-TZVPD basis set.

E_tot: -39309.4497 eV
Molecular weight: 465.22 g mol⁻¹
HOMO-LUMO gap (alpha / beta): 5.026 / 5.176 eV

The geometry in ORCA input format:
```
! wB97M-V def2-TZVPD RIJCOSX def2/J DEFGRID3
* xyz 3 1
O -2.9530 0.5377 -1.1714
C -1.8627 0.3397 -0.7383
Bi 0.1319 -0.0393 0.0376
O -1.0805 0.5429 2.9752
C -0.6779 0.3403 1.8825
C 0.6973 -0.3459 -1.8736
O 1.0808 -0.5418 -2.9737
C 0.4458 1.9697 -0.1988
O 0.6936 3.1192 -0.3158
C -0.4237 -1.9734 0.2047
O -0.6934 -3.1180 0.3166
S 2.2796 -0.0010 1.2968
C 3.4291 -1.3043 0.7176
N 4.3107 -0.8907 -0.1175
C 5.6725 -1.5407 -0.1103
C 5.4571 -2.9983 0.2742
C 4.7176 -3.1290 1.5955
N 3.4269 -2.3616 1.4440
H 4.3500 0.0843 -0.5086
H 6.2899 -1.0286 0.6256
H 6.1272 -1.4656 -1.0847
H 6.4270 -3.4810 0.3663
H 4.8948 -3.5025 -0.5101
H 5.2861 -2.6817 2.4097
H 4.5110 -4.1629 1.8194
H 2.7852 -2.5200 2.2629
*
```

[4]
Below is an isolated molecule of C9H8ClF in a non-equilibrium geometry, with properties calculated with ωB97M-V with the def2-TZVPD basis set.

E_tot: -24698.3942 eV
Molecular weight: 170.61 g mol⁻¹
HOMO-LUMO gap (alpha / beta): 7.104 / 8.046 eV

The geometry in ORCA input format:
```
! wB97M-V def2-TZVPD RIJCOSX def2/J DEFGRID3
* xyz 0 1
C -2.1608 0.8208 -0.9557
C -1.9605 -0.4983 -1.2575
C -1.2988 1.6057 -0.1846
C -0.8023 -1.0545 -0.7711
C -0.1233 1.0527 0.3118
C 0.1625 -0.2557 -0.0821
C 2.4623 -0.2075 1.1806
C 1.3872 -0.8446 0.2393
C 3.6308 0.4574 0.3282
F 3.0046 1.5070 -0.3046
Cl 4.5962 -0.3955 -0.7481
H -3.0934 1.1417 -1.4668
H -2.8140 -0.8796 -1.7649
H -1.4126 2.5800 0.1141
H -0.4634 -2.1621 -0.9598
H 0.5365 1.5920 0.8184
H 1.8860 0.4577 1.8572
H 3.0528 -0.8329 1.7835
H 1.7563 -1.5768 -0.4854
*
```

[5]
Below is an isolated molecule of C9H8ClI in a non-equilibrium geometry, with properties calculated with ωB97M-V with the def2-TZVPD basis set.

E_tot: -30081.8388 eV
Molecular weight: 278.52 g mol⁻¹
HOMO-LUMO gap (alpha / beta): 7.475 / 7.207 eV

The geometry in ORCA input format:
```
! wB97M-V def2-TZVPD RIJCOSX def2/J DEFGRID3
* xyz 0 1
C -1.2070 1.6639 -0.3950
C -2.0267 1.3071 0.6136
C -0.0840 0.9402 -0.7545
C -1.7481 0.0482 1.1379
C 0.2452 -0.2342 -0.0751
C -0.7307 -0.8181 0.7046
C 1.7280 -0.6225 -0.2672
C -0.6029 -2.1608 1.1909
C 1.9714 -1.5457 -1.3759
Cl 0.7496 -3.1548 0.9627
I 0.5639 -1.8034 -2.8677
H -1.4883 2.5590 -0.8643
H -2.8926 1.9239 0.9575
H 0.6835 1.3111 -1.5359
H -2.3513 -0.4547 1.7851
H 2.3169 0.2820 -0.2881
H 2.1420 -1.0771 0.6609
H -1.5200 -2.7262 1.3489
H 2.9641 -1.7534 -1.7525
*
```

[6]
Below is an isolated molecule of C9H8ClIO3 in a non-equilibrium geometry, with properties calculated with ωB97M-V with the def2-TZVPD basis set.

E_tot: -36226.3880 eV
Structure (SMILES): CC[C@@H](I)C1=C(O)C(=O)C=C(Cl)C1=O
Molecular weight: 326.52 g mol⁻¹
HOMO-LUMO gap: 8.381 eV

The geometry in ORCA input format:
```
! wB97M-V def2-TZVPD RIJCOSX def2/J DEFGRID3
* xyz 0 1
C 3.2308 -0.1685 0.6202
C 1.9632 -0.4148 -0.2757
C 0.9962 0.8015 -0.1403
I 1.4548 2.1648 -1.7782
C -0.4577 0.4108 -0.2570
C -1.4575 1.1078 0.2664
O -1.1919 2.2462 0.9898
C -2.8890 0.6095 0.0841
O -3.7680 1.3961 -0.0373
C -3.0626 -0.8894 0.0798
C -2.0774 -1.5905 -0.4232
Cl -2.1390 -3.3324 -0.4495
C -0.8665 -0.8435 -1.0021
O -0.3380 -1.2370 -1.9842
H 4.0082 0.2382 -0.0367
H 2.9906 0.5201 1.4367
H 3.5295 -1.1459 1.0167
H 1.4478 -1.2998 0.1224
H 2.2501 -0.5484 -1.3202
H 1.1654 1.3668 0.7769
H -0.8157 1.9285 1.8236
H -3.9735 -1.3203 0.4879
*
```